(1)
Here is an isolated ion of composition C4H9N2O and charge +1 from the Open Molecules 2025 dataset. Energies are from wB97M-V/def2-TZVPD.

- SMILES = C=CN(C)C(=[NH2+])O
- total charge = +1
- 2S+1 = 1
- gap between HOMO and LUMO (Ha) = 0.3736
- highest occupied orbital energy (eV) = -13.64

CARTESIAN COORDINATES (ANGSTROEM)
1 C -2.3803 -0.3461 -0.1279
2 C -1.1344 -0.6776 -0.2532
3 N -0.0559 0.1811 0.0283
4 C -0.2495 1.6227 0.0664
5 C 1.2181 -0.2138 0.0872
6 N 1.5763 -1.4531 0.2354
7 O 2.1064 0.6859 0.1298
8 H -2.6568 0.5388 0.3866
9 H -3.2317 -1.0614 -0.1420
10 H -0.7856 -1.6277 -0.6032
11 H -1.2105 1.6779 0.5284
12 H -0.0649 1.8805 -1.0188
13 H 0.4655 2.1153 0.7532
14 H 0.9225 -2.2256 -0.1061
15 H 2.5125 -1.7719 0.3296
16 H 2.9682 0.6750 -0.2935

Atoms 1-3, force components in eV/Å:
-2.4 -1.0 1.3
1.5 -0.8 -0.1
2.1 0.0 0.4

(2)
Here is a 11-piece molecular cluster, C17H56N8O11 overall from the Open Molecules 2025 dataset. Energies are from wB97M-V/def2-TZVPD.

- SMILES = NC(N)=O.NC(N)=O.NC(N)=O.NC(N)=O.CCO.CCO.CCO.CCO.CCO.CCO.CO
- 2S+1 = 1
- gap between HOMO and LUMO (Ha) = 0.3261
- highest occupied orbital energy (eV) = -8.79

CARTESIAN COORDINATES (ANGSTROEM)
1 N 2.9853 0.5078 0.2277
2 C 3.7893 1.0328 -0.5623
3 N 5.0063 0.5238 -0.4223
4 O 3.5183 1.9478 -1.5023
5 H 2.0143 0.7758 0.2087
6 H 3.2763 -0.0572 1.0847
7 H 5.6553 0.8268 -1.1863
8 H 5.2453 -0.3722 0.0677
9 N -1.7207 -3.0332 1.8907
10 C -1.6027 -1.7702 2.1617
11 N -2.6587 -1.0762 2.0797
12 O -0.3927 -1.1822 2.6027
13 H -0.9857 -3.7272 1.8817
14 H -2.6417 -3.3712 1.5727
15 H -2.5037 0.0118 2.1167
16 H -3.4227 -1.4652 1.5557
17 N 0.2023 -5.0652 1.9857
18 C 0.8533 -4.6302 0.9207
19 N 1.6063 -3.5882 1.2347
20 O 0.7003 -5.1172 -0.3343
21 H -0.4027 -5.8752 1.8627
22 H 0.3613 -4.7202 2.9457
23 H 2.2313 -3.1812 0.4157
24 H 1.7853 -3.1942 2.1877
25 N -1.0517 5.5208 0.6817
26 C -0.4717 4.3808 0.8417
27 N -0.7677 3.5728 -0.1043
28 O 0.2443 4.0768 1.9987
29 H -0.9277 6.1418 1.5517
30 H -1.5897 5.9218 -0.0953
31 H -0.3307 2.6578 -0.1053
32 H -1.0537 3.8438 -1.1003
33 C 4.5463 -2.8502 -2.1073
34 C 3.1343 -2.4782 -1.8603
35 O 2.9783 -2.2412 -0.4953
36 H 4.7443 -3.1482 -3.1123
37 H 4.9273 -3.6152 -1.3543
38 H 5.2343 -2.0522 -1.8483
39 H 2.5103 -3.4032 -1.9333
40 H 2.8293 -1.6382 -2.5243
41 H 3.0493 -1.2902 -0.3493
42 C 2.3223 1.1128 5.1357
43 C 1.7743 1.5798 3.7757
44 O 0.9283 2.6458 4.0867
45 H 2.9963 0.2368 4.9427
46 H 1.5583 0.8678 5.8937
47 H 2.9663 1.7288 5.6957
48 H 1.2093 0.8568 3.1447
49 H 2.6553 1.8728 3.1887
50 H 0.7713 3.0678 3.2167
51 C -2.9817 0.0138 -2.9843
52 C -3.5577 0.4408 -1.6483
53 O -4.3877 -0.5142 -1.1363
54 H -2.3557 -0.8532 -2.6853
55 H -2.2977 0.7208 -3.3963
56 H -3.6647 -0.4202 -3.6783
57 H -4.1357 1.3218 -1.8123
58 H -2.8057 0.7038 -0.9493
59 H -3.9287 -1.3152 -1.1973
60 C -0.8477 -3.3622 -2.3433
61 C -1.9447 -3.6422 -1.3223
62 O -2.6187 -2.5302 -0.8923
63 H 0.0173 -2.6582 -2.0143
64 H -1.2487 -2.9822 -3.3043
65 H -0.2547 -4.2402 -2.5793
66 H -1.6667 -4.1912 -0.4363
67 H -2.5327 -4.4022 -1.7923
68 H -2.1247 -2.0872 -0.1753
69 C -0.3787 3.4258 -3.5013
70 C -1.7857 4.0288 -3.1233
71 O -1.6847 4.9548 -2.0653
72 H 0.3123 3.2548 -2.7313
73 H -0.0227 4.3528 -3.9733
74 H -0.6317 2.7378 -4.2893
75 H -2.4687 3.2228 -2.7613
76 H -2.2307 4.5758 -3.9883
77 H -2.5487 5.2478 -1.6793
78 C 0.1853 0.2278 -1.7743
79 C -0.1387 -0.2082 -0.3613
80 O 0.1843 0.8868 0.4917
81 H 1.2193 0.6558 -1.9513
82 H -0.5187 0.9438 -2.0873
83 H -0.1047 -0.4832 -2.5283
84 H 0.5393 -1.0302 -0.1333
85 H -1.1817 -0.4992 -0.2653
86 H -0.3227 0.6608 1.2747
87 C -2.0217 1.8518 3.2387
88 O -2.4737 1.5238 1.9377
89 H -2.7147 1.6078 4.0847
90 H -1.8517 2.9278 3.2507
91 H -1.1257 1.3098 3.4777
92 H -2.9837 2.2528 1.6487

Atoms 1-3, force components in eV/Å:
-5.2 -3.4 5.8
2.5 5.5 -7.0
4.5 -0.7 -1.5

(3)
Here is C15H11Cl2NO3RuSTl as an isolated structure from the Open Molecules 2025 dataset. Energies are from wB97M-V/def2-TZVPD.

- expectation value of S² = 8.805
- total charge = +4
- 2S+1 = 6
- gap between HOMO and LUMO (alpha / beta) (Ha) = 0.2683 / 0.1580
- highest occupied orbital energy (alpha / beta) (eV) = -21.27 / -21.32

CARTESIAN COORDINATES (ANGSTROEM)
1 Tl 3.0952 -3.2212 -4.6178
2 Ru -0.4761 -1.5917 -0.6291
3 Cl 4.1607 -1.8014 -2.3666
4 Cl -0.9264 -3.5368 -1.6334
5 C -0.8403 -0.5210 -1.9866
6 C 5.6998 -2.1817 -4.4787
7 C 1.8656 -4.8588 -6.4469
8 O -0.9810 0.0635 -2.9910
9 O 6.7312 -1.7198 -4.6306
10 O 1.2254 -5.4592 -7.1580
11 N 0.8733 -0.5123 0.2656
12 S 0.4469 -0.2839 1.8955
13 C 0.6126 1.4956 2.0060
14 C 0.2281 2.3299 0.9473
15 C 0.3514 3.7137 1.1267
16 C 0.8352 4.2529 2.3191
17 C 1.2530 3.3977 3.3499
18 C 1.1681 2.0055 3.2029
19 C -1.3169 -0.5646 1.6755
20 C -1.7182 -1.7601 0.9768
21 C -2.9822 -1.8216 0.3208
22 C -3.9030 -0.7898 0.4982
23 C -3.5362 0.3406 1.2447
24 C -2.2687 0.4613 1.8260
25 H 1.8245 -0.4575 -0.1122
26 H -0.1354 1.8750 0.0262
27 H 0.0555 4.3650 0.2898
28 H 0.9034 5.3423 2.4446
29 H 1.6615 3.8140 4.2786
30 H 1.5098 1.3125 3.9674
31 H -1.0325 -2.6621 0.9335
32 H -3.2189 -2.6791 -0.3316
33 H -4.8951 -0.8607 0.0634
34 H -4.2759 1.1558 1.3637
35 H -1.9944 1.3581 2.3607

Atoms 1-3, force components in eV/Å:
0.4 0.2 0.3
2.4 -3.1 -0.6
-0.8 0.0 0.6

no.,calculated total energy (hartree)
1,-342.2779
2,-1946.8598
3,-2442.7302